# 1
{"formula": "C6H15O3P", "method": "ωB97M-V/def2-TZVPD", "lumo_energy_ev": 0.21, "spin_multiplicity": 1, "relative_energy_ev": 1.906, "homo_lumo_gap_ev": 9.12, "charge": 0, "e_homo_ha": -0.3273, "symbols": ["C", "C", "C", "C", "C", "C", "O", "O", "O", "P", "H", "H", "H", "H", "H", "H", "H", "H", "H", "H", "H", "H", "H", "H", "H"], "coordinates": [[-0.522478, 3.151235, -0.171798], [1.742539, -0.022164, 0.727522], [1.360424, -2.538152, 0.970325], [0.551934, -1.244410, -1.093043], [-2.713862, 1.021175, -0.262530], [0.818799, -1.248575, 0.481912], [0.151208, 2.186690, -2.696233], [-1.893817, 1.158933, -1.414604], [-0.500999, -0.965562, 1.091520], [-0.541429, 2.038458, -1.426343], [-1.111682, 3.150584, 0.657986], [0.381693, 3.609228, -0.092562], [1.069808, 0.863406, 0.494026], [1.995134, -0.010981, 1.723832], [2.677126, -0.101136, 0.104651], [2.494313, -2.591946, 0.840496], [0.715418, -3.319409, 0.634204], [1.333621, -2.642069, 2.022605], [0.891014, -0.279334, -1.739074], [1.012162, -2.176567, -1.480267], [-0.492772, -1.332644, -1.332010], [-3.193040, 1.922887, 0.035358], [-2.205163, 0.552110, 0.563793], [-3.631811, 0.335838, -0.499334], [-0.388139, -1.517595, 1.859567]], "atomic_forces_ev_per_a": [[-0.105, -2.324, -3.186], [-1.359, -0.317, -2.362], [1.801, 0.113, 0.016], [1.126, 0.542, -0.564], [-2.146, -1.986, -0.207], [-0.696, 3.041, -2.599], [0.403, -0.796, -0.378], [1.032, 0.170, -0.610], [1.597, -0.640, -0.332], [-2.539, 1.788, 1.960], [-1.656, -0.455, 2.009], [2.403, 1.586, 0.122], [1.385, -0.837, 0.201], [0.762, 0.327, 2.483], [-1.059, 0.332, 0.468], [-1.634, -0.435, -0.767], [0.278, -1.035, -0.783], [-0.384, 0.404, 1.594], [-0.266, -2.302, 1.799], [0.050, 0.796, -0.274], [-0.610, -0.112, 0.283], [0.079, 1.153, 0.138], [0.437, -0.003, 0.158], [1.937, 0.983, -0.079], [-0.838, 0.006, 0.910]], "nbo_charge": [-1.062, -0.628, -0.663, -0.647, -0.264, 0.243, -1.009, -0.796, -0.740, 2.076, 0.231, 0.230, 0.222, 0.197, 0.214, 0.237, 0.225, 0.208, 0.218, 0.216, 0.228, 0.183, 0.221, 0.197, 0.463]}

***

# 2
{"formula": "C9H8BrNO", "method": "ωB97M-V/def2-TZVPD", "smiles": "O/C=C1\\C=CC=C[C@H]1N=C=CBr", "lumo_energy_ev": 0.08, "spin_multiplicity": 1, "relative_energy_ev": 2.393, "homo_lumo_gap_ev": 8.06, "charge": 0, "e_homo_ha": -0.2931, "symbols": ["O", "C", "C", "C", "C", "C", "C", "C", "N", "C", "C", "Br", "H", "H", "H", "H", "H", "H", "H", "H"], "coordinates": [[-2.860228, 0.224460, 1.276953], [-1.532748, -0.170397, 1.354582], [-0.606172, -0.175446, 0.393666], [-0.766074, 0.265366, -1.078872], [0.283826, 0.418659, -1.922513], [1.622544, 0.022640, -1.644734], [1.866027, -0.322580, -0.342813], [0.866530, -0.469982, 0.775393], [1.210853, 0.561750, 1.744268], [0.574495, 1.542571, 1.997515], [-0.460496, 2.300279, 2.198811], [-0.468989, 3.624840, 0.724802], [-3.146620, 0.487215, 0.351050], [-1.189524, -0.475323, 2.281348], [-1.756054, 0.558088, -1.447889], [-0.077189, 0.621458, -2.904230], [2.445600, 0.187327, -2.412311], [2.879850, -0.524163, -0.097090], [1.116865, -1.525380, 1.273223], [-0.987772, 2.646311, 3.012756]], "atomic_forces_ev_per_a": [[0.548, -0.101, -1.036], [-1.206, 0.735, -2.719], [0.730, -0.545, -3.196], [0.331, 0.023, 2.125], [-2.549, -0.922, -0.164], [1.237, 0.451, 1.863], [0.192, 0.077, -2.265], [-0.979, -1.494, 0.327], [2.692, 0.418, 0.488], [-1.020, -1.519, 0.913], [1.117, 2.280, -2.562], [-0.279, -0.209, 0.546], [0.968, -0.530, 1.592], [-0.203, -0.522, 2.083], [0.337, -0.208, 0.232], [0.454, 0.535, -0.862], [-1.167, -0.502, 1.260], [0.671, -0.251, 0.535], [-0.931, 2.212, -0.825], [-0.944, 0.073, 1.665]], "nbo_charge": [-0.680, 0.201, -0.180, -0.173, -0.248, -0.225, -0.140, -0.115, -0.410, 0.403, -0.429, -0.005, 0.491, 0.180, 0.198, 0.212, 0.231, 0.208, 0.233, 0.249]}

***

# 3
{"formula": "C4H8N2O", "method": "ωB97M-V/def2-TZVPD", "smiles": "NC(=O)CN1CC1", "lumo_energy_ev": 0.89, "spin_multiplicity": 1, "relative_energy_ev": 1.861, "homo_lumo_gap_ev": 10.32, "charge": 0, "e_homo_ha": -0.3462, "symbols": ["N", "C", "O", "C", "N", "C", "C", "H", "H", "H", "H", "H", "H", "H", "H"], "coordinates": [[-2.059384, -0.138477, -1.161709], [-1.782730, 0.088841, 0.156590], [-2.584378, -0.119259, 1.044611], [-0.388875, 0.654447, 0.419644], [0.558407, -0.431694, 0.615461], [1.958037, -0.084627, 0.495541], [1.289455, -0.904457, -0.544804], [-2.908926, -0.638339, -1.377652], [-1.326132, -0.122902, -1.850885], [-0.085013, 1.331498, -0.401089], [-0.452612, 1.233304, 1.344760], [2.201504, 0.941367, 0.215779], [2.625793, -0.537273, 1.223702], [1.125020, -0.420156, -1.510003], [1.440923, -1.979033, -0.601348]], "atomic_forces_ev_per_a": [[-0.069, -0.131, 0.012], [-0.067, 0.022, 0.113], [0.215, 0.072, -0.287], [-0.006, 0.137, 0.053], [-0.137, 0.011, 0.048], [0.235, 0.107, 0.078], [0.010, -0.143, -0.256], [0.111, 0.049, 0.011], [-0.104, 0.008, 0.081], [-0.029, -0.104, 0.099], [0.033, -0.090, -0.123], [-0.042, -0.143, 0.076], [-0.106, 0.054, -0.124], [-0.053, -0.019, 0.176], [0.010, 0.169, 0.041]], "nbo_charge": [-0.826, 0.668, -0.592, -0.316, -0.383, -0.254, -0.266, 0.403, 0.389, 0.166, 0.230, 0.187, 0.208, 0.176, 0.209]}

***

# 4
{"formula": "C6H15N", "method": "ωB97M-V/def2-TZVPD", "lumo_energy_ev": 0.80, "spin_multiplicity": 1, "relative_energy_ev": 4.339, "homo_lumo_gap_ev": 8.75, "charge": 0, "e_homo_ha": -0.2921, "symbols": ["C", "N", "C", "C", "C", "C", "C", "H", "H", "H", "H", "H", "H", "H", "H", "H", "H", "H", "H", "H", "H", "H"], "coordinates": [[0.984583, -4.103713, -0.643314], [0.518525, -0.663710, -0.772760], [0.356224, 0.442616, 0.002195], [-0.803884, 1.337917, -0.413793], [-0.515697, 2.797718, -0.017553], [-2.035731, 0.735644, 0.178739], [1.231520, 0.705277, 1.196286], [0.851998, -3.020447, -0.641448], [0.486148, -4.491060, 0.229585], [2.017250, -4.338367, -0.646884], [0.580062, -4.539774, -1.524289], [1.087244, 0.286900, -1.002260], [-0.816383, 1.290885, -1.567173], [-1.311480, 3.488152, -0.329267], [0.391558, 3.143718, -0.474903], [-0.504492, 2.890421, 1.051555], [-1.949851, 0.824919, 1.308435], [-2.988175, 1.254663, -0.137028], [-2.063709, -0.278879, -0.152461], [0.690197, 0.786005, 2.109459], [1.818214, 1.661803, 1.030874], [1.975880, -0.210690, 1.216005]], "atomic_forces_ev_per_a": [[-0.488, 0.862, 0.332], [-0.093, 1.449, 1.725], [-1.230, -2.317, -0.983], [1.135, 1.627, -1.523], [-1.436, -0.195, -0.362], [-1.161, 1.236, 1.183], [2.654, -0.853, -1.074], [0.079, -0.123, -0.209], [-0.059, -0.359, 0.312], [1.097, -0.201, 0.305], [-0.614, -0.265, -0.740], [1.434, -0.070, -1.769], [-0.167, -0.150, 1.771], [0.059, -0.298, -0.190], [0.590, 0.212, 0.005], [0.422, 0.094, 0.680], [-0.349, -0.386, -1.186], [1.070, -0.451, 0.315], [-0.315, -0.832, 0.113], [-0.502, 0.077, 0.727], [-0.655, -1.033, 0.343], [-1.470, 1.975, 0.226]], "nbo_charge": [-0.857, -0.682, 0.299, -0.294, -0.613, -0.602, -0.711, 0.245, 0.201, 0.204, 0.205, 0.368, 0.229, 0.217, 0.207, 0.202, 0.198, 0.220, 0.233, 0.240, 0.235, 0.255]}